# 1
The following is a quantum chemistry calculation of C22H50AgCl6O14P3 as an isolated structure, from OMol25.

Structure (ORCA input):
```
! RIJCOSX wB97M-V def2-TZVPD def2/J DEFGRID3
* xyz 1 2
H 1.52940 5.65544 -1.34060
H 3.86068 3.02764 0.12716
P -4.04374 -1.58149 2.69480
H 0.31391 6.35423 -2.33206
H -5.56174 -3.18902 4.62604
H -1.17880 -4.41481 -2.87667
H 3.05935 -4.93267 3.02238
H 1.71528 0.62655 1.04550
O 0.44399 -1.75398 0.95888
H 2.04066 -6.29447 2.54475
H -1.00550 -2.80023 -1.22763
H 4.83903 2.76290 -2.33719
H 6.16705 7.60805 -1.97980
H -7.47940 -1.65039 5.05622
H 1.34963 0.94181 2.71226
C -2.68473 -2.03310 -5.71162
C 4.70280 3.66106 -1.73166
C 2.33556 -0.56005 -3.83125
Cl -2.54798 -0.84003 -6.96218
P 1.61877 -2.59571 0.29394
H 5.50377 4.33362 -2.05691
C 0.98407 5.49477 -2.27049
H 0.24168 1.09662 -1.04421
H 5.19032 8.74525 -2.84018
O 1.65315 -3.84728 1.25958
H 5.15364 4.20569 0.30987
O 0.99548 -3.13010 -1.05522
H 3.73891 -6.30637 2.05431
O -2.15451 1.59243 -0.07929
C -2.92564 -3.64227 1.58302
H 3.97678 6.54925 -1.10878
C 0.95785 0.45912 1.80760
O -2.80299 -1.12483 3.54553
H -2.82446 -2.99910 0.71120
H -6.39091 -0.49286 5.78433
H -4.48071 -2.08631 5.43394
H -1.32752 0.18954 3.93764
C 0.82417 -1.01793 2.14024
C -6.55233 -1.56259 5.62738
Cl 2.83584 0.33583 -2.37342
Cl 2.98908 0.16480 -5.26383
O -3.89648 -3.12330 2.55075
H -0.58650 0.47416 -2.51941
C -3.34075 -5.02907 1.22003
H 3.13286 7.79909 -2.01320
H 1.25461 -0.55782 -3.80703
C 4.04030 7.18184 -1.99605
P 3.33754 5.05699 -3.40911
O 3.83372 4.33099 -4.55164
C -0.51900 0.42556 -1.43509
C 4.84136 3.33028 -0.25882
H -0.82937 -5.67919 -1.69181
C 2.55951 -4.91977 0.95172
H 3.49325 -4.53399 0.53540
H -0.18762 -0.54990 -1.05387
H -1.97813 -3.70313 2.11457
H -4.16073 1.28355 3.94248
Cl -2.37621 -1.34610 -4.13251
C 5.20346 8.11777 -1.94389
H -0.59176 -4.02629 -0.03287
Cl 2.86603 -2.21742 -3.61851
H 0.49846 -4.87696 -2.56150
H -4.32214 -5.13223 0.75830
C -3.21411 1.08403 4.45540
H -3.30910 -5.70837 2.07267
H -0.02552 0.89492 1.63159
O 1.82117 5.46052 -3.41884
O 3.45057 4.30491 -2.00428
H -3.67414 -2.46878 -5.71295
C -0.36446 -3.66286 -1.03490
H -2.33651 0.63697 2.53158
O -4.18388 -0.85677 1.41548
H 5.49246 2.48328 -0.05911
H 0.78610 3.33041 -2.08837
O -2.80500 -0.15440 -1.08492
H 1.76745 -1.37928 2.55154
H -2.79152 2.04970 4.72254
H -3.45072 0.52522 5.35961
C 0.17470 4.21624 -2.22537
H 0.07186 -1.15439 2.91628
C -5.39149 -2.13176 4.83281
C -1.85052 0.63075 -0.85381
Cl -1.62294 -3.42027 -6.02812
O 2.88173 -1.90138 0.10623
H -0.45713 4.26475 -1.31997
H -0.56000 4.17612 -3.02825
H -2.62225 -5.44137 0.50478
H 5.15443 8.79784 -1.09583
Ag -4.51933 0.89233 0.06977
C -2.34148 0.24849 3.54917
O 4.11567 6.41693 -3.19499
H -6.74339 -2.01589 6.59697
C 2.87859 -5.66675 2.24101
C -0.48041 -4.73695 -2.10854
O -5.31344 -1.38555 3.60194
H 2.13036 -5.58267 0.19737
*
```

Its expectation value of S² is 0.76. For the HOMO-LUMO gap (alpha / beta), the calculation gives 7.849 / 4.815 eV. The LUMO energy (alpha / beta) comes out at -4.15 / -7.18 eV. The HOMO energy (alpha / beta) comes out at -12.00 / -12.00 eV.



# 2
The following is a quantum chemistry calculation of a single C34H50N8O3 molecule, from OMol25.

Structure (ORCA input):
```
! RIJCOSX wB97M-V def2-TZVPD def2/J DEFGRID3
* xyz 0 1
H -9.87636 1.54950 -2.06515
C -8.53979 2.65654 -0.80129
H -9.51887 -4.35226 -0.21131
H 11.86174 0.29278 -0.31999
N -8.79413 -2.44092 -0.02376
H 5.42260 -1.21722 1.52170
C -1.44231 -0.57009 1.90967
C -12.07568 -0.48310 0.95282
H 3.71118 2.52242 1.54840
H -3.48136 -1.22509 1.74031
C 5.95185 0.32251 0.09670
C -8.63598 -3.86237 0.19682
C -9.94050 -1.98603 -0.58271
H 7.85497 -1.41208 1.34856
H 5.74520 1.21448 2.05786
H 12.35573 -0.15334 -2.71580
H 3.14263 -1.62357 0.64463
O -10.83122 -2.72172 -0.96189
H -10.80752 -0.23894 -1.41226
C -1.89907 3.79890 -0.53508
C 13.49868 -1.62887 -1.51690
C -8.85522 1.44654 -1.68074
H -10.63014 1.09428 0.75166
C 11.51061 -0.73267 -0.10089
N 1.81501 0.67325 1.09118
N 7.40129 0.20870 0.05339
H 10.02761 -0.50743 2.03709
C -0.51460 0.40324 1.56816
C -5.54049 -0.02390 0.32745
H -8.59382 3.56316 -1.39816
H 9.61629 0.79391 -1.33670
H -12.13132 -1.56573 0.87953
C -6.55719 -1.97202 0.85465
C 7.90725 -0.49664 -1.10714
H -1.07811 3.49697 -1.19387
H 3.44433 -0.50232 -0.68950
O -2.75450 2.72156 -0.24702
C -0.92855 1.52431 0.84586
C 5.19002 -0.95327 0.48893
H 7.42603 -0.09936 -2.00409
H 5.65074 0.59564 -0.92340
H -8.12781 0.50000 -3.48206
C -2.24609 1.65215 0.45349
H 7.65494 0.18485 2.12241
N -5.47922 -1.19667 0.94070
H -1.48965 4.24290 0.37768
C -3.17645 0.63288 0.75959
H -8.56348 -4.07791 1.26414
H -7.74353 -4.23056 -0.31064
H 1.49550 0.96111 0.17985
C 0.90211 0.21308 1.98656
H 7.71146 -1.58124 -1.05144
H -12.42713 -0.18167 1.93660
H 3.78691 2.00414 -0.14056
H -9.99828 -0.35701 1.53134
H -0.21632 2.30504 0.62740
H -12.74094 -0.05992 0.20361
C 9.54303 -0.10749 1.14284
N -8.83152 0.19205 -0.93874
H -6.87455 1.28187 -2.50959
H 11.90398 -1.01843 0.88072
C -7.71176 -0.27351 -0.34323
H -2.51633 4.53528 -1.04776
H 11.59444 -2.67025 -1.07422
C 9.41429 -0.28528 -1.20910
C 12.04978 -1.69007 -1.13905
H 6.07590 2.36618 0.76073
H 12.25902 -1.84186 -3.35292
H 5.49456 -1.78224 -0.15298
C 5.51914 1.46521 1.02104
H -1.11458 -1.41705 2.49159
C -7.89570 1.36685 -2.86750
C -10.08005 -0.46825 -0.62631
O 1.21857 -0.31632 3.03401
N -6.61539 0.46964 -0.30098
C -10.64990 0.00278 0.73095
C -7.71048 -1.58725 0.20510
C 3.23672 0.44383 1.23576
H 9.74275 0.97791 1.08861
H -4.62386 1.67244 -0.20667
H 9.79786 -0.81966 -2.07908
H 14.10630 -0.85997 -1.06398
C -2.75822 -0.46473 1.50043
C 4.01922 1.71038 0.88706
H 3.39234 0.18485 2.28804
C 3.68912 -0.72423 0.35365
H -9.25065 2.73896 0.01701
N -4.46634 0.80938 0.29681
H 14.02804 -2.55313 -1.69015
C 8.03622 -0.32967 1.24022
H -6.45668 -2.93817 1.32780
N 10.06246 -0.80219 -0.01907
H -7.98618 2.26161 -3.47723
H -7.54089 2.55693 -0.38962
C 12.45031 -1.20734 -2.50055
*
```

The calculation puts the relative energy (zero: lowest compared OMol25 entry of this formula, charge and spin) at 2.1 kcal/mol. For the HOMO-LUMO gap, the calculation gives 8.053 eV. The LUMO energy comes out at 0.55 eV. The HOMO energy comes out at -7.51 eV.



- What is the formula in the first record?
  C22H50AgCl6O14P3



- Which formula does entry 1 have?
  C22H50AgCl6O14P3